# C31H38CeNO2

C31H38CeNO2 as an isolated structure in a non-equilibrium geometry (ωB97M-V/def2-TZVPD, OMol25).

Geometry as XYZ:
```
73
Properties=species:S:1:pos:R:3:forces:R:3
O 0.51736 0.23574 -6.22388 -0.4 1.1 -2.3
C 0.45509 1.47161 -7.08956 -0.1 -0.5 0.7
C 0.40060 0.64223 -8.33513 -0.2 -0.9 0.3
H 1.36361 2.07773 -6.99078 -0.4 0.0 0.4
H -0.48631 2.02429 -6.94908 0.6 -0.1 0.3
C 0.49214 -0.59123 -7.40442 0.2 1.0 -1.6
H 1.27295 0.72243 -8.97251 -0.3 0.2 -0.5
H -0.58873 0.63783 -8.78724 0.4 0.4 -0.7
C 1.77970 -1.31477 -7.65834 0.1 -0.8 0.1
H 2.69173 -0.73988 -7.46110 -0.4 0.1 -0.1
H 1.75583 -1.63707 -8.70547 0.2 0.0 0.1
H 1.80899 -2.21032 -7.04924 0.2 -0.3 0.2
C -0.72961 -1.46013 -7.54619 0.3 -0.3 0.2
H -1.64860 -0.91352 -7.29033 0.3 -0.2 -0.1
H -0.61516 -2.33064 -6.89667 -0.3 -0.1 -0.1
H -0.75174 -1.77490 -8.60329 -0.3 -0.1 0.5
Ce -0.23935 -0.24290 -0.27284 2.0 2.6 1.6
C -2.51236 -0.65229 0.87862 -0.5 0.9 -0.5
C -2.26721 0.76002 1.00042 -1.0 -0.3 -0.1
C -2.28667 1.34574 -0.29794 -0.6 -0.9 0.1
H -2.19358 1.31484 1.93435 0.2 -0.2 -0.4
C -2.58238 0.29670 -1.23705 -0.2 -0.1 0.7
C -2.70482 -0.93433 -0.51618 -0.2 0.7 0.2
H -2.86584 -1.91922 -0.95009 -0.1 0.3 0.1
H -2.65978 -1.33708 1.71690 0.3 0.2 -0.4
H -2.10676 2.40094 -0.51230 -0.1 -0.4 0.0
H -2.65802 0.42257 -2.31562 0.0 -0.1 0.3
C 0.92585 -2.10772 1.14890 0.8 -0.8 -0.8
C 0.15535 -2.78504 0.14551 0.8 0.2 -0.1
C 0.74301 -2.51160 -1.13092 0.2 0.2 0.6
H -0.68864 -3.43475 0.33962 0.1 0.1 -0.1
C 1.87412 -1.65789 -0.91861 -0.3 -0.4 0.7
C 1.99224 -1.41486 0.48660 -0.2 -1.0 -0.3
H 2.81779 -0.90089 0.97494 -0.4 0.1 -0.1
H 0.87172 -2.29950 2.22273 -0.3 0.5 -0.4
H 0.39892 -2.87773 -2.09766 0.0 0.1 0.3
H 2.54309 -1.27070 -1.68463 -0.2 -0.1 0.2
O 1.80422 1.72281 -4.31017 -1.9 1.0 2.4
C 0.72740 0.87902 -3.81662 0.1 -1.7 -0.9
C -0.55580 1.71487 -3.61431 0.1 -0.2 -0.2
H 1.01850 0.16870 -3.00392 0.3 0.8 0.5
H 0.58091 0.17752 -4.66731 -0.1 0.5 1.5
C -0.15311 3.05849 -4.24031 0.1 -0.1 -0.2
H -0.85199 1.82867 -2.55387 0.3 0.3 -0.3
H -1.43135 1.28709 -4.12749 0.4 -0.1 0.1
C 1.35233 3.04538 -3.83807 -0.5 -0.6 0.0
H -0.82287 3.84770 -3.86087 0.7 0.0 0.0
H -0.26664 3.02560 -5.35677 0.2 0.1 1.3
H 1.37522 3.13610 -2.69596 0.5 -0.1 -1.4
H 2.00120 3.73580 -4.35221 0.0 0.5 0.2
C 1.19968 5.34970 1.43194 -0.2 -0.5 -0.2
C 1.26040 4.53156 0.28710 -0.1 0.2 0.2
C 1.07071 3.15681 0.37498 -0.4 0.2 0.7
C 0.75963 2.56841 1.61900 0.2 0.4 -0.1
C 0.65660 3.39846 2.76408 0.1 0.0 -0.2
C 0.88602 4.77162 2.67175 0.1 -0.2 -0.5
N 0.58256 1.18802 1.65845 -0.2 -1.5 -1.6
C 0.89435 0.56593 2.88149 -0.1 -0.1 1.0
C 2.17170 0.69945 3.48426 -0.5 0.0 -0.4
C 2.40583 0.16576 4.74793 -0.1 0.0 -0.2
C 1.38667 -0.50484 5.43361 0.0 0.0 -0.2
C 0.14088 -0.67396 4.83006 0.1 -0.2 0.0
C -0.10430 -0.16026 3.56532 0.4 0.4 -0.5
H 1.36726 6.42390 1.35227 0.0 -0.3 0.0
H 1.43984 4.97004 -0.68926 0.2 0.1 0.1
H 1.18373 2.49185 -0.48756 0.1 0.3 0.0
H 0.41266 2.96071 3.73072 0.0 0.0 -0.2
H 0.80962 5.40071 3.56169 0.0 -0.3 -0.3
H 2.96040 1.22321 2.92834 -0.3 -0.1 0.3
H 3.39274 0.27532 5.19546 -0.2 0.0 -0.1
H 1.56437 -0.90975 6.42456 0.0 0.1 -0.1
H -0.65815 -1.21116 5.33194 0.2 0.1 0.1
H -1.07186 -0.27794 3.07083 0.3 0.1 0.4
```
Positions in Å, forces in eV/Å.

Output
- net charge = +1
- 2S+1 = 1
- ΔE to the lowest compared entry with this formula, charge and spin (eV) = 0.000
- frontier orbital gap (alpha / beta) (eV) = 5.318 / 5.316
- LUMO (alpha / beta) (Ha) = -0.1728 / -0.1729
- strongest force on any atom (eV Å⁻¹) = 3.67


# C31H38Cl3FIN7O10

A 4-piece molecular cluster, C31H38Cl3FIN7O10 overall in a non-equilibrium geometry (ωB97M-V/def2-TZVPD, OMol25).

Geometry as XYZ:
```
91
Properties=species:S:1:pos:R:3:forces:R:3
C 2.87695 3.86215 -0.27780 0.3 -0.3 0.5
C 3.63952 2.59348 -0.50295 -0.3 -0.4 -0.6
Cl 5.02784 2.38252 0.50125 0.0 -0.1 0.1
C 3.27633 1.65426 -1.38170 0.5 0.0 0.5
Cl 4.16166 0.17120 -1.53783 0.1 0.0 -0.1
C 2.09949 1.74175 -2.32759 0.8 0.4 -0.2
C 2.47001 2.66098 -3.52990 -0.2 -0.1 0.0
C 1.31768 3.46067 -4.08562 -1.7 -1.2 -1.8
O 0.50248 3.03687 -4.88120 2.0 1.3 2.0
Cl 1.28565 5.17210 -3.53795 -0.1 -0.3 -0.1
O 0.93997 2.20446 -1.68262 -0.4 0.0 -0.3
C 0.10819 1.21111 -1.17361 0.6 0.8 0.9
I -0.97455 0.29200 -2.82245 -0.2 -0.3 -0.2
O 0.91261 0.33164 -0.49375 -0.2 -0.4 -0.6
C 0.45797 -0.99068 -0.20077 0.4 -0.3 0.4
C 1.08350 -2.05606 -1.09692 -0.7 0.1 0.2
C 0.08109 -3.18878 -1.35115 0.6 0.4 -0.2
O 2.22975 -2.52179 -0.41814 0.2 0.2 -0.1
C -0.79989 1.96991 -0.14475 -0.1 -0.1 -0.4
N -1.80495 1.12505 0.41506 0.0 -0.2 0.0
F 0.08571 2.23914 0.90762 0.3 0.1 0.3
C -1.29255 3.35705 -0.51603 -0.2 0.1 -0.2
C -2.36548 3.56210 -1.59307 -0.3 1.2 -0.2
N -3.39215 2.54762 -1.63556 0.2 -0.3 0.2
N -1.71436 3.67003 -2.90438 -0.4 -0.5 0.2
N -3.04542 4.82336 -1.19199 0.0 -0.7 0.3
H 1.98485 3.62455 0.29015 -0.3 0.0 -0.1
H 3.47376 4.51516 0.34390 0.2 0.3 -0.1
H 2.61688 4.35659 -1.20049 -0.2 0.1 -0.3
H 1.98921 0.74550 -2.73233 -0.5 -0.3 0.0
H 2.77821 2.01944 -4.34644 0.1 -0.2 -0.2
H 3.32324 3.27691 -3.28916 0.0 0.4 0.2
H -0.61894 -1.06764 -0.14914 -0.2 0.2 -0.3
H 0.83196 -1.20623 0.79486 0.0 0.1 0.3
H 1.34257 -1.56544 -2.03491 0.2 -0.1 -0.2
H -0.45250 -2.99192 -2.27294 -0.3 0.0 -0.1
H -0.62205 -3.26957 -0.53387 -0.2 -0.2 0.2
H 0.62569 -4.11848 -1.46645 0.0 -0.3 0.0
H 2.57111 -3.27472 -0.90815 0.1 -0.2 0.2
H -2.47484 1.73879 0.86133 -0.2 -0.1 0.2
H -2.32024 0.65112 -0.31712 0.0 0.1 -0.2
H -0.46864 4.01947 -0.75510 0.4 -0.1 -0.1
H -1.71419 3.72969 0.40639 -0.2 0.1 0.4
H -3.61527 2.24626 -2.56805 -0.1 -0.1 -0.1
H -4.21033 2.86268 -1.14198 -0.2 0.0 0.0
H -2.42593 3.56652 -3.61721 0.0 -0.1 -0.2
H -1.38176 4.61628 -3.01538 0.3 0.1 0.0
H -3.80126 5.00728 -1.83395 0.0 0.3 -0.2
H -2.40094 5.59926 -1.16409 0.0 0.2 0.0
O -3.42609 4.07443 2.27902 0.0 0.2 -0.3
N -3.96054 3.66698 3.28816 0.1 -0.3 0.0
O -5.10266 3.90201 3.61123 -0.2 0.1 0.1
C -3.16052 2.79354 4.16158 0.1 -0.1 0.1
C -1.85508 2.50632 3.80398 0.1 0.1 -0.1
C -1.10799 1.67427 4.62110 0.0 0.0 0.1
C -1.66989 1.14591 5.77555 0.0 0.0 0.0
C -2.98403 1.44358 6.11456 0.1 0.1 0.0
C -3.74039 2.27338 5.30338 -0.1 0.0 0.2
H -1.42372 2.91307 2.90105 0.0 0.0 0.0
H -0.08788 1.43805 4.35376 0.0 0.0 0.0
H -1.08206 0.49944 6.41316 0.0 0.0 0.0
H -3.42038 1.02886 7.01262 0.0 0.0 0.0
H -4.76334 2.50706 5.55679 0.0 0.1 -0.1
O 3.28329 -5.16088 -0.66880 -0.1 0.0 0.0
N 4.14932 -5.99724 -0.83563 0.0 0.1 -0.1
O 4.28644 -6.98086 -0.14964 0.0 -0.3 0.1
C 5.09540 -5.79491 -1.94380 0.1 0.1 -0.1
C 4.99186 -4.65688 -2.72196 -0.1 0.1 0.0
C 5.89798 -4.46788 -3.75140 0.1 -0.1 0.0
C 6.88668 -5.41252 -3.99025 0.0 0.0 0.0
C 6.97032 -6.55164 -3.20130 0.0 0.1 -0.1
C 6.07027 -6.74819 -2.16758 0.1 -0.2 0.0
H 4.22335 -3.92350 -2.53230 0.0 0.0 0.1
H 5.83380 -3.58099 -4.36553 0.0 0.0 0.0
H 7.59540 -5.25941 -4.79277 0.0 0.0 0.0
H 7.73945 -7.28713 -3.38939 0.0 0.0 0.0
H 6.12988 -7.62974 -1.54793 -0.1 0.0 0.1
O -4.10662 -4.59905 0.70516 -0.1 -0.2 0.0
N -3.70765 -3.45695 0.74978 0.0 0.1 0.0
O -3.23925 -2.85211 -0.19192 0.1 0.1 -0.2
C -3.79090 -2.74976 2.03512 0.0 0.1 0.2
C -4.28478 -3.42126 3.13783 -0.1 -0.2 0.1
C -4.34581 -2.75658 4.35126 0.0 0.1 0.0
C -3.91730 -1.43900 4.44537 0.0 -0.1 0.0
C -3.43112 -0.78098 3.32413 0.0 0.0 0.1
C -3.36550 -1.43714 2.10598 0.0 0.2 0.0
H -4.61447 -4.44560 3.05559 0.0 0.0 -0.1
H -4.72498 -3.26855 5.22447 0.0 0.0 0.0
H -3.96005 -0.92307 5.39557 0.0 0.0 0.0
H -3.09480 0.24489 3.39826 0.0 -0.1 0.0
H -2.98324 -0.92358 1.23966 0.1 -0.1 -0.1
```
Positions in Å, forces in eV/Å.

Output
- 2S+1 = 1
- frontier orbital gap (eV) = 8.180
- LUMO (Ha) = -0.0225
- strongest force on any atom (eV Å⁻¹) = 3.10


- What is the 2S+1 in the first record?
  1